The following is a quantum chemistry calculation of a 2-piece molecular cluster, C3H2N2O overall in a non-equilibrium geometry, from OMol25.

DFT total energy: -300.0622 hartree
Molar mass: 82.062 g/mol
Strongest force on any atom: 7.671 eV Å⁻¹
Relative energy (zero: lowest compared OMol25 entry of this formula, charge and spin): 38.0 kcal per mole
LUMO (alpha / beta): 0.77 / -3.88 eV
Kohn-Sham gap (alpha / beta): 7.9 / 7.6 eV
HOMO energy (alpha / beta): -7.095 / -11.440 eV

ORCA input file:
```
! wB97M-V def2-TZVPD RIJCOSX def2/J DEFGRID3
* xyz 0 3
C -1.89744 -0.36256 -0.06359
C 2.99428 -0.05696 -0.61455
H -0.07302 -0.42403 -1.55370
N 0.31035 -0.68289 -0.70262
N -3.01647 -0.14187 -0.19616
C -0.55530 -0.72129 0.18502
H -0.19917 -0.94014 1.20564
O 3.57902 -0.13857 0.37527
*
```



The following is a quantum chemistry calculation of C19H43AlN2O2P3 as an isolated structure in a non-equilibrium geometry, from OMol25.

DFT total energy: -2275.3864 hartree
Molar mass: 451.469 g/mol
Strongest force on any atom: 5.437 eV Å⁻¹
Relative energy (zero: lowest compared OMol25 entry of this formula, charge and spin): 0.0 kcal per mole
LUMO (alpha / beta): -10.09 / -10.09 eV
Kohn-Sham gap (alpha / beta): 5.2 / 5.2 eV
HOMO energy (alpha / beta): -15.246 / -15.245 eV

ORCA input file:
```
! wB97M-V def2-TZVPD RIJCOSX def2/J DEFGRID3
* xyz 3 1
H 2.06103 0.72632 2.84267
H -0.14296 -1.39659 -6.42467
H -5.31581 1.49961 0.02033
H 0.65216 4.81508 -1.66614
C -2.31430 -1.55504 -6.53663
H 0.54516 -1.64065 3.07630
H 1.07829 2.42789 1.20109
C 2.95475 0.21630 2.45841
H -2.28433 -1.30852 1.19258
C -1.10379 -0.66210 -4.64039
H -2.32820 -1.96745 -7.55445
O -2.38495 0.36695 -2.89354
H 1.13434 -3.20095 2.42531
H -2.42082 3.07699 -3.32837
P -1.11419 -1.38284 -0.93934
C -3.28394 1.64144 0.23222
H -2.64689 -3.27661 -1.10857
H -3.39704 -1.76010 -1.69726
C -3.55933 -0.69138 -4.63728
C -1.09923 -1.22168 -5.91893
C 3.94135 -2.34034 1.29346
H 0.99731 -2.63428 -0.65987
H 2.64046 1.27404 -2.64353
C -2.15191 1.60564 2.42863
P 1.02678 2.45738 -1.28851
P 2.50041 -1.34990 1.71057
H 0.58018 2.49345 -4.08140
C -1.36586 2.97732 -3.04040
C 1.19223 3.15984 0.39321
H 2.34989 4.37090 -1.93332
H -4.25682 1.58806 1.99400
H 0.81997 -1.93601 -2.30367
H -1.04942 3.78554 -2.36799
C -3.51992 -1.40073 -5.83377
C 2.61989 1.63406 -1.60586
C 0.28284 -2.44137 -1.47955
H -1.40934 2.37715 2.15219
H -4.39049 1.42223 -1.45188
C -2.48013 -2.36438 -1.69982
H -2.47957 1.79504 3.46392
H 3.64739 0.05134 3.29446
H 0.42444 3.93956 0.50710
C -1.48028 -1.93811 0.78223
C 1.44005 -2.23602 2.85107
H -0.97072 2.27704 -5.04626
H 4.53491 -2.55826 2.19014
N -3.33153 1.65022 1.56061
H -0.15873 -0.46647 -4.11450
H 1.97516 -2.42157 3.79205
H -4.47241 -0.42906 -4.12738
C -2.33049 -0.29679 -4.04590
H 2.17781 3.64229 0.47780
H 3.61960 -3.28535 0.83746
H -2.23472 -2.64427 -2.73282
H 3.43963 0.86917 1.72205
Al -1.18429 1.42987 -1.96307
H -1.66088 0.61078 2.40308
C -0.52518 2.43797 -4.04872
C 1.31875 4.07900 -2.10982
H 1.13654 4.06358 -3.17770
H -1.83672 -2.97987 0.77776
H -0.60189 -1.86206 1.43419
H -0.10668 -3.40280 -1.85986
N -4.42969 1.58223 -0.45067
H 1.76700 -1.11309 0.51037
H 3.43214 2.36370 -1.47591
H 2.78382 0.78147 -0.93422
H -4.45114 -1.81032 -6.23997
H 4.56389 -1.79724 0.57158
O -2.14846 1.71230 -0.39042
*
```



The following is a quantum chemistry calculation of C15H21As2MgN5S5 as an isolated structure, from OMol25.

DFT total energy: -7520.6002 hartree
Molar mass: 605.852 g/mol
Strongest force on any atom: 0.772 eV Å⁻¹
Relative energy (zero: lowest compared OMol25 entry of this formula, charge and spin): 0.0 kcal per mole
LUMO: 4.36 eV
Kohn-Sham gap: 5.9 eV
HOMO energy: -1.551 eV

ORCA input file:
```
! wB97M-V def2-TZVPD RIJCOSX def2/J DEFGRID3
* xyz -2 1
Mg 1.65167 0.42771 1.52888
H 0.86880 -1.78413 -2.40629
S 8.42098 0.00981 4.47883
H 1.64699 2.89894 -1.66007
S 5.43920 0.01160 4.72794
H -0.24977 2.02602 2.54728
C -0.10385 1.71777 1.50178
H -2.95348 2.98917 0.89803
H 0.98872 -2.26589 3.35828
N -1.23761 -3.82681 -0.07633
H -2.55702 1.33337 -4.70802
H -4.43666 1.39302 -3.07403
C -0.80759 0.84735 -1.82109
S 3.98674 0.77994 0.71713
As -1.70878 0.71217 1.07808
H -3.98215 1.12906 -0.69352
C 4.27245 0.26669 3.44506
C 1.90711 1.99058 -2.20284
H -4.10791 1.71550 1.38017
N 0.23193 -2.09236 0.27968
H -0.07820 2.63226 0.89522
H -2.94255 2.34086 2.55375
S 6.56684 0.46453 2.17659
C -1.85484 0.92023 -0.88851
C 4.81694 0.48334 2.22223
C -3.09050 2.09047 1.50202
N -0.24815 -3.37460 2.02310
C -1.08573 1.00320 -3.17888
C -3.41616 1.25338 -2.73522
H 1.28231 -0.57562 -3.66187
H 1.59636 2.08642 -3.24437
C 0.58833 -2.39761 2.36634
H -4.88917 -3.03553 -0.38049
C -3.15007 1.10463 -1.38433
H 2.52552 -1.15993 -2.52565
H -1.51541 -4.61157 0.50857
C -2.37183 1.21388 -3.64662
C -4.00943 -2.38528 -0.43526
H -4.03416 -1.69098 0.40619
H -4.09141 -1.73879 -1.30953
N 0.89487 -1.60456 1.35866
S 2.58831 0.23563 3.88577
H -0.27245 0.95410 -3.89485
H 2.98757 1.85373 -2.14874
As 1.05511 0.46095 -1.30909
H -3.04088 -2.92190 -0.35513
C 1.47089 -0.90763 -2.64004
C 6.88483 0.16072 3.82807
N -0.43673 -3.13384 0.71314
*
```